# 1
Molecular formula: C5H10NO2
Method: DFT, ωB97M-V/def2-TZVPD

Properties
Net charge: +1
Largest force on an atom (eV/A): 4.64
Total energy (hartree): -401.26931
HOMO-LUMO gap (eV): 9.36
ΔE to the lowest compared entry with this formula, charge and spin (kcal/mol): 160.4

Each line ends with the Löwdin charge.
Cartesian coordinates (Å):
C -2.29043 -0.86782 1.80349  -0.206
C -0.91825 0.82345 0.79496  -0.076
C -0.36605 -0.27177 0.20738  0.057
C 1.41634 1.57218 -1.24360  -0.007
C 1.51702 -0.90015 -0.92337  -0.048
N 0.72336 0.34942 -0.82734  -0.217
O -2.04585 0.30522 1.51434  0.072
O -1.93079 -2.05627 1.42896  0.186
H -3.00451 -0.70812 2.65332  0.198
H -0.76311 1.92428 0.93898  0.143
H 0.72926 1.99529 -2.00085  0.116
H 1.45472 2.33487 -0.44298  0.103
H 2.42267 1.37294 -1.59359  0.098
H 2.38151 -0.77720 -1.53494  0.085
H 1.72819 -1.24314 0.12903  0.124
H 0.96837 -1.53285 -1.50323  0.066
H 0.08926 0.34731 -1.59233  0.120
H -2.11171 -2.66763 2.19176  0.188

***

# 2
Molecular formula: C2H12OSi3
Method: DFT, ωB97M-V/def2-TZVPD

Properties
Net charge: 0
Largest force on an atom (eV/A): 3.13
Total energy (hartree): -1027.01051
HOMO-LUMO gap (eV): 7.54
ΔE to the lowest compared entry with this formula, charge and spin (kcal/mol): 56.1

Each line ends with the Löwdin charge.
Cartesian coordinates (Å):
C 0.76153 2.11886 -1.03094  -0.183
C 2.06926 1.33292 -0.98333  -0.401
O 1.93928 0.32886 1.89923  -0.299
Si -2.35057 -1.61090 1.24351  0.354
Si -0.60331 -2.09224 -0.26734  0.396
Si 2.02357 -0.06112 0.27194  0.579
H 0.91841 3.03511 -1.58319  0.077
H -0.03044 1.48696 -1.27678  0.033
H 0.47574 2.30490 -0.03078  0.045
H 2.79462 2.12388 -0.89059  0.053
H 2.38638 0.98627 -2.03510  0.094
H 2.60040 0.93506 2.30094  0.061
H -3.31186 -0.48421 0.79365  -0.098
H -1.82546 -0.98800 2.43830  -0.148
H -2.98428 -2.84090 1.62568  -0.153
H -1.03797 -1.66782 -1.66026  -0.153
H -0.19775 -3.45608 -0.36016  -0.194
H 3.23991 -0.88932 0.26700  -0.061

***

# 3
Molecular formula: C6H3O5Pt
Method: DFT, ωB97M-V/def2-TZVPD

Properties
Net charge: +3
Largest force on an atom (eV/A): 15.82
Total energy (hartree): -724.33151
HOMO-LUMO gap (spin up / spin down) (eV): 8.39 / 5.88
Spin multiplicity: 3
ΔE to the lowest compared entry with this formula, charge and spin (kcal/mol): 0.0

Each line ends with the Mulliken spin population.
Cartesian coordinates (Å):
C 2.14759 -0.68479 0.06712  -0.020
C 0.73822 -1.19592 0.31330  0.018
O 0.09766 -3.31167 -0.97740  0.001
C 0.34779 -2.38244 -0.41698  0.008
O 2.31588 0.50339 -0.09385  0.039
H 2.96088 -1.42231 -0.03245  -0.006
Pt 3.31071 1.74936 -0.34253  1.010
O -1.66165 1.46440 0.98024  0.169
C -1.57968 1.44274 -0.39558  -0.124
C -0.86388 0.50604 1.47433  0.096
O -2.11042 2.20614 -1.12700  0.324
O -0.71435 0.46426 -0.72481  0.163
C -0.34887 -0.19546 0.43461  0.319
H -0.79637 0.36431 2.54973  0.000
H 0.55118 -1.48557 1.45096  0.002

***

# 4
Molecular formula: C15H38BrGeIN4PtSSi3
Method: DFT, ωB97M-V/def2-TZVPD

Properties
Net charge: +3
Largest force on an atom (eV/A): 1.79
Total energy (hartree): -7147.03750
HOMO-LUMO gap (spin up / spin down) (eV): 4.55 / 4.64
Spin multiplicity: 2
ΔE to the lowest compared entry with this formula, charge and spin (kcal/mol): 30.6

Each line ends with the Mulliken spin population.
Cartesian coordinates (Å):
Pt 0.33906 -1.48758 0.13725  0.096
Br 0.78282 -2.35472 2.36919  -0.020
I 6.30807 -0.31641 -0.54042  0.002
C 4.56402 -1.45239 -0.51527  0.012
C 4.42663 -2.81182 -0.29075  0.004
N 3.11616 -3.09043 -0.36289  -0.001
N 2.38977 -2.00204 -0.65180  0.030
C 3.26539 -0.99309 -0.72515  0.008
H 5.16956 -3.56724 -0.09116  0.000
H 2.67785 -3.99208 -0.26490  0.001
H 2.93485 0.00768 -0.93968  -0.012
C -2.19061 3.78720 0.07913  0.019
Si -2.44187 1.94750 -0.12010  0.109
C -3.10532 1.32629 -1.75422  0.049
C -3.13921 1.07461 1.37627  0.028
Ge 0.15052 0.94966 -0.32941  0.489
Si 1.17209 1.76817 -2.81693  0.003
C 0.06545 0.67990 -3.86232  0.006
C 3.00251 1.44977 -3.01293  0.003
C 0.70504 3.56685 -2.62284  0.006
Si 1.44043 1.96779 1.93534  0.108
C 0.22397 1.45262 3.25622  0.007
C 1.52475 3.77189 1.45721  0.017
C 3.05207 1.02202 1.91706  0.025
H -3.18368 4.25009 0.09795  0.008
H -1.63694 4.24507 -0.74016  -0.003
H -1.69937 4.03747 1.01952  -0.001
H -4.19892 1.34827 -1.69764  0.011
H -2.81011 0.29623 -1.96185  -0.002
H -2.81032 1.95781 -2.59264  0.000
H -4.11285 1.52054 1.60629  0.009
H -2.51628 1.17123 2.26537  -0.005
H -3.30246 0.01573 1.17387  -0.006
H 0.09526 -0.36216 -3.54634  0.003
H 0.41625 0.72279 -4.89886  -0.002
H -0.97219 1.01406 -3.85345  0.001
H 3.21828 0.40488 -3.23742  0.000
H 3.60216 1.76054 -2.15502  0.004
H 3.34748 2.04065 -3.86869  0.000
H -0.37467 3.71736 -2.61219  0.001
H 1.10440 4.09893 -3.49300  -0.001
H 1.13498 4.03114 -1.73379  0.001
H -0.68078 2.06098 3.24812  0.001
H 0.69091 1.56989 4.23965  0.005
H -0.04992 0.40342 3.15517  0.003
H 0.53888 4.21322 1.31224  -0.006
H 2.11945 3.93255 0.55694  -0.003
H 2.01407 4.31858 2.27040  0.009
H 2.88791 -0.05565 1.88220  -0.006
H 3.58913 1.23882 2.84661  0.012
H 3.70271 1.31105 1.08978  0.001
C -2.59883 -6.03909 0.27239  0.000
N -2.24776 -4.69933 -0.19351  -0.003
C -2.31431 -3.60785 0.54305  -0.001
S -1.99181 -2.08286 -0.26700  -0.019
N -2.71192 -3.67723 1.79865  0.000
C -2.89651 -2.58099 2.74213  0.000
H -2.51695 -6.72555 -0.56377  0.000
H -3.62520 -6.07332 0.64212  0.000
H -1.91337 -6.36347 1.05784  0.000
H -1.96930 -4.59924 -1.15638  0.000
H -2.93517 -4.59477 2.16344  0.000
H -2.45897 -1.67237 2.34650  0.001
H -2.40968 -2.83179 3.68184  0.000
H -3.95758 -2.41985 2.93273  0.001

***

# 5
Molecular formula: C6H7N3O
Method: DFT, ωB97M-V/def2-TZVPD

Properties
Net charge: 0
Largest force on an atom (eV/A): 13.94
Total energy (hartree): -472.29014
HOMO-LUMO gap (eV): 9.31
SMILES string: NC(=O)Nc1ccccn1
ΔE to the lowest compared entry with this formula, charge and spin (kcal/mol): 32.5

Each line ends with the Löwdin charge.
Cartesian coordinates (Å):
C -2.62491 -0.95323 -0.06776  0.011
C -2.93621 0.42777 0.00329  -0.054
C -1.87171 1.33526 0.03496  -0.066
C -0.30434 -0.35998 -0.04821  -0.333
C -1.23537 -1.35143 0.00782  0.020
C 2.23771 -0.07323 -0.02904  -0.656
H -3.37864 -1.39146 0.11452  -0.007
H -3.87284 0.70547 0.08966  0.046
H -2.09890 2.46012 0.15597  0.128
H -1.07461 -2.41954 -0.11161  0.114
H 1.24976 -1.72541 0.03202  0.131
H 1.47414 1.80250 -0.03584  -0.041
H 3.14263 1.72140 -0.05853  0.180
N -0.50550 0.93834 0.04583  0.113
N 1.05257 -0.75632 -0.00062  0.146
N 2.15180 1.25740 -0.09694  0.201
O 3.25941 -0.67250 0.09620  0.068

***

# 6
Molecular formula: C5H8O2
Method: DFT, ωB97M-V/def2-TZVPD

Properties
Net charge: 0
Largest force on an atom (eV/A): 0.80
Total energy (hartree): -345.60936
HOMO-LUMO gap (spin up / spin down) (eV): 7.34 / 7.35
ΔE to the lowest compared entry with this formula, charge and spin (kcal/mol): 122.7

Each line ends with the Löwdin charge.
Cartesian coordinates (Å):
C 1.17462 -0.78462 0.33986  0.165
C -0.01152 -0.06069 0.54937  -0.617
C 0.08372 1.43042 -0.06451  -0.004
C -0.07153 1.23936 1.36614  -0.030
O -1.13527 -0.71354 0.29110  -0.063
C -0.93105 -1.18152 -1.34913  -0.336
O -1.21551 -0.29744 -2.14159  -0.021
H 2.15131 -0.29835 0.31119  0.101
H 0.27192 -1.30953 -1.13091  0.119
H 1.15657 -1.84800 0.52271  0.091
H 1.05545 1.69272 -0.47364  0.116
H -0.78091 1.57174 -0.70222  0.114
H 0.77042 1.39722 2.03494  0.116
H -1.06725 1.31992 1.79298  0.128
H -1.45097 -2.15770 -1.34631  0.121

***

# 7
Molecular formula: C24H30BaCl6F8N2O18S4
Method: DFT, ωB97M-V/def2-TZVPD

Properties
Net charge: 0
Largest force on an atom (eV/A): 5.06
Total energy (hartree): -7574.68817
HOMO-LUMO gap (eV): 6.82
ΔE to the lowest compared entry with this formula, charge and spin (kcal/mol): 0.0

Each line ends with the Löwdin charge.
Cartesian coordinates (Å):
Ba -2.44123 2.17224 -0.81505  2.033
C -2.18420 3.39729 -5.07477  -0.631
F -2.35921 4.30744 -6.03856  0.148
F -2.30884 2.18715 -5.58199  0.161
F -0.95659 3.57533 -4.57719  0.132
S -3.45969 3.79193 -3.69034  0.660
O -2.57949 4.32346 -2.64299  -0.451
O -4.50087 4.62870 -4.18917  -0.224
N -3.81796 2.23600 -3.09358  -0.512
S -5.01546 1.65898 -3.94976  0.559
O -6.26740 1.78615 -3.26115  -0.270
O -5.03896 1.99911 -5.35423  -0.264
C -4.67014 -0.18142 -3.80768  -0.658
F -5.33072 -0.82384 -4.76587  0.163
F -3.36600 -0.43819 -3.98534  0.112
F -5.05080 -0.60338 -2.60746  0.136
N -1.48282 -0.13832 -0.00372  -0.487
S -2.06190 -1.52675 -0.47760  0.497
O -2.00314 -2.59938 0.46999  -0.231
O -1.82116 -1.82518 -1.87737  -0.254
F -3.58584 -1.04860 -0.36046  -0.174
S 0.12406 -0.69663 0.22216  0.542
O 0.94205 -0.98982 -0.90050  -0.245
O 0.25285 -1.51561 1.38904  -0.223
F 0.71071 0.71164 0.62526  -0.155
Cl 4.18702 -1.87253 0.67855  0.591
C 4.13749 -1.23135 -1.01421  -0.672
C 5.48880 -1.29846 -1.68946  -0.632
Cl 5.23575 -0.45233 -3.24609  0.556
H 3.84507 -0.18677 -0.93572  0.051
H 3.40194 -1.76262 -1.61052  0.058
H 5.70920 -2.33110 -1.94763  0.073
H 6.28964 -0.84865 -1.11274  0.073
Cl -1.11623 -3.29938 -5.91058  0.562
C -0.82777 -2.39561 -4.41292  -0.698
C 0.59623 -2.51827 -3.92060  -0.660
Cl 1.82938 -1.85894 -5.02700  0.549
H -1.56342 -2.73027 -3.68693  0.045
H -1.03029 -1.33801 -4.59555  0.053
H 0.83572 -3.53750 -3.62811  0.082
H 0.57542 -1.93239 -2.99681  0.028
Cl 1.73219 -1.15668 5.40875  0.631
C 2.75455 -1.09887 3.96366  -0.659
C 3.61712 0.17148 3.94637  -0.680
Cl 4.69838 0.26145 5.33393  0.571
H 2.06911 -1.14292 3.11696  0.040
H 3.34837 -2.00929 3.89579  0.061
H 2.94423 1.01049 3.78163  0.072
H 4.24911 0.09385 3.06176  0.042
C 0.40831 1.08921 -2.90452  -0.066
O -0.06939 2.26901 -2.22024  -0.375
C 0.98215 3.16064 -1.86515  -0.181
C 0.41467 4.47071 -1.30984  -0.180
O -0.48471 4.22443 -0.20979  -0.299
C -0.82043 5.51588 0.28293  -0.100
H 1.39892 0.88533 -2.49733  0.088
H 0.59227 1.32270 -3.95776  0.104
H -0.31903 0.29059 -2.80009  0.069
H 1.53559 3.36367 -2.78824  0.142
H 1.70042 2.70041 -1.18015  0.131
H -0.13283 5.00831 -2.08322  0.125
H 1.32214 4.95959 -0.94831  0.137
H -1.45829 6.06233 -0.42308  0.098
H 0.01069 6.20387 0.45731  0.098
H -1.37447 5.39881 1.21407  0.093
C 0.90305 -4.19527 3.96769  0.044
C 0.18218 -4.17394 2.82913  -0.235
C 0.75588 -4.59180 1.49499  -0.327
O 0.12410 -4.55793 0.46666  0.123
C 2.14565 -5.06001 1.51992  0.066
C 2.81274 -5.08259 2.67680  -0.233
C 2.27824 -4.68515 4.01791  -0.348
O 2.93028 -4.65082 5.03896  0.108
O 4.12455 -5.39298 2.64295  0.082
O -1.10412 -3.82862 2.82941  0.094
H 0.52861 -3.79420 4.89904  0.112
H 2.56948 -5.24853 0.54500  0.135
H 4.54626 -5.38377 3.51310  0.117
H -1.44296 -3.47894 1.97323  0.075
C -0.92408 2.45512 4.09550  0.071
C -0.68350 1.92968 5.31065  -0.221
C -1.20716 0.58795 5.76061  -0.352
O -1.07657 0.10550 6.85701  0.130
C -1.98860 -0.06468 4.72557  0.083
C -2.11990 0.40443 3.49269  -0.218
C -1.70259 1.78794 3.05496  -0.292
O -2.00107 2.40320 2.03511  -0.052
O -2.75562 -0.31828 2.55497  0.079
O -0.08102 2.63482 6.26731  0.123
H -0.55985 3.46413 3.94271  0.136
H -2.29793 -1.09133 4.88494  0.152
H -2.40538 -0.07967 1.68283  0.026
H 0.00911 2.05658 7.04952  0.132